No. 1
Below is 2 unconnected molecules or ions with the total composition C3H8NO3 in a non-equilibrium geometry, with properties calculated with ωB97M-V with the def2-TZVPD basis set.

ORCA input file:
```
! RIJCOSX wB97M-V def2-TZVPD def2/J DEFGRID3
* xyz 1 1
C -1.6380 1.0705 -0.5853
C 0.2691 -0.9743 0.4562
C 0.6761 -0.1723 -0.7516
N 1.1914 1.0229 -0.8066
O -1.9598 1.6026 0.5411
O 0.1462 -0.2400 1.6818
O 0.6499 -0.7831 -1.9277
H -1.7603 1.7752 -1.4811
H 0.8549 -1.9213 0.5109
H -0.6274 -1.4717 0.2590
H -1.7072 1.1141 1.4289
H 1.1936 1.4016 0.1735
H 1.4978 1.3877 -1.6425
H 0.5182 -0.7369 2.3989
H 0.2064 -1.5933 -1.8661
*
```

Values from the calculation:
HOMO level ... -12.495 eV
E_tot ... -10862.79744 eV
Gap between HOMO and LUMO ... 8.65 eV
Energy relative to the best compared isomer or geometry (same formula, charge and spin) ... 395.9 kJ/mol


No. 2
Below is 2 unconnected molecules or ions with the total composition C3H8NO3S in a non-equilibrium geometry, with properties calculated with ωB97M-V with the def2-TZVPD basis set.

ORCA input file:
```
! RIJCOSX wB97M-V def2-TZVPD def2/J DEFGRID3
* xyz -1 1
O -2.0018 -0.9053 -0.6982
C -0.8364 -0.8428 -0.3282
O 0.1394 -1.6041 -0.6285
C -0.3142 0.3707 0.5307
C -0.0907 1.5246 -0.4216
S 1.2718 1.2273 -1.6463
N -1.1952 0.9169 1.5833
H 0.5371 0.0266 1.1176
H -1.0503 1.6925 -0.9198
H 0.1411 2.5253 -0.0476
H 1.1995 -0.1281 -1.4224
H -1.7385 0.1611 1.9882
H -1.8794 1.6185 1.3334
H 1.6451 -1.6017 0.2224
H 1.8066 -2.8156 -0.5466
O 2.3661 -2.1659 -0.1162
*
```

Values from the calculation:
HOMO level ... -4.882 eV
E_tot ... -21710.19743 eV
Gap between HOMO and LUMO ... 8.37 eV
Energy relative to the best compared isomer or geometry (same formula, charge and spin) ... 97.4 kJ/mol


No. 3
Below is 2 unconnected molecules or ions with the total composition C3H8NO3S in a non-equilibrium geometry, with properties calculated with ωB97M-V with the def2-TZVPD basis set.

ORCA input file:
```
! RIJCOSX wB97M-V def2-TZVPD def2/J DEFGRID3
* xyz 0 2
C 0.9418 0.1655 0.8509
C 0.5343 -1.2217 0.3886
S -0.3089 -1.9029 1.8643
N 1.5536 0.8846 -0.2869
C 0.6248 1.3675 -1.3130
O -0.5598 1.0078 -1.0986
O 1.0875 2.0614 -2.2461
H 0.0575 0.7381 1.2395
H 1.6787 0.2658 1.5875
H 0.0836 -1.1834 -0.6740
H 1.4026 -1.9029 0.3578
H -1.5651 -1.5687 1.7166
H 2.4502 0.7046 -0.5907
H -1.8803 0.3988 -0.4057
H -3.2402 0.2348 -1.1119
O -2.8603 -0.0494 -0.2785
*
```

Values from the calculation:
HOMO level (spin up / spin down) ... -9.779 / -9.657 eV
E_tot ... -21705.75181 eV
Gap between HOMO and LUMO (spin up / spin down) ... 10.14 / 5.33 eV
Energy relative to the best compared isomer or geometry (same formula, charge and spin) ... 123.9 kJ/mol